No. 1
The ion C4H8N3 with charge +1, computed with ωB97M-V with the def2-TZVPD basis set.

```
15
Properties=species:S:1:pos:R:3
C 0.189 -0.731 -0.785
C -0.205 0.656 -0.610
C 0.758 1.773 -0.404
C -0.025 1.386 2.077
N -0.593 -1.546 -1.252
N 0.170 1.394 0.687
N -0.443 -2.770 -1.641
H 1.265 -1.060 -0.688
H -1.273 0.788 -0.969
H 1.336 2.677 -0.627
H 0.879 1.060 2.602
H -0.137 2.481 2.512
H -0.914 0.680 2.408
H -1.257 -3.286 -2.019
H 0.249 -3.502 -1.290
```

Properties
**Charge**: +1
**HOMO**: -0.4752 hartree
**E_LUMO**: -5.0 eV
**Orbital gap**: 7.89 eV
**Structure (SMILES)**: C[N+]1=C[C@H]1/C=N/N

Charges computed using natural (NBO), reported in e: atom 1 (C): -0.107, atom 2 (C): -0.043, atom 3 (C): 0.247, atom 4 (C): -0.476, atom 5 (N): -0.140, atom 6 (N): -0.194, atom 7 (N): -0.568, atom 8 (H): 0.162, atom 9 (H): 0.260, atom 10 (H): 0.271, atom 11 (H): 0.270, atom 12 (H): 0.273, atom 13 (H): 0.273, atom 14 (H): 0.397, atom 15 (H): 0.377



No. 2
An isolated molecule of C3H8N2S, computed with ωB97M-V with the def2-TZVPD basis set.

```
14
Properties=species:S:1:pos:R:3
C 3.307 -0.483 -0.092
C 0.719 -0.280 0.079
C -0.192 0.978 -0.026
H 4.286 0.256 -0.375
H 3.091 -1.149 -0.943
H 3.514 -1.107 0.915
H 1.960 0.924 0.991
H 0.476 -1.065 0.724
H 0.394 -0.696 -0.906
H 0.434 1.856 -0.228
H -3.519 -0.055 0.446
N 2.034 0.324 0.068
N -1.494 0.970 -0.087
S -2.339 -0.582 -0.016
```

Properties
**Charge**: 0
**HOMO**: -0.3255 hartree
**E_LUMO**: 0.8 eV
**Orbital gap**: 9.70 eV
**Structure (SMILES)**: CNC/C=N\S

Charges computed using natural (NBO), reported in e: atom 1 (C): -0.414, atom 2 (C): -0.316, atom 3 (C): 0.112, atom 4 (H): 0.212, atom 5 (H): 0.205, atom 6 (H): 0.180, atom 7 (H): 0.352, atom 8 (H): 0.201, atom 9 (H): 0.200, atom 10 (H): 0.209, atom 11 (H): 0.135, atom 12 (N): -0.648, atom 13 (N): -0.538, atom 14 (S): 0.110



No. 3
A structure of composition C14H13ClN2O3Ru, computed with ωB97M-V with the def2-TZVPD basis set.

```
34
Properties=species:S:1:pos:R:3
Cl -4.170 1.548 -1.776
C 0.721 -1.612 -1.533
C 1.861 -0.862 -1.127
C 1.691 0.464 -1.588
H 2.707 -1.240 -0.580
C 0.461 0.546 -2.296
C -0.140 -0.741 -2.240
H -1.085 -1.007 -2.682
H 0.553 -2.659 -1.349
H 2.382 1.278 -1.445
C -0.084 1.747 -2.981
Ru 0.000 0.000 0.000
C 0.274 -1.204 1.516
C -1.917 -0.184 0.453
O 0.458 -1.938 2.394
O -3.045 -0.321 0.684
H 0.247 2.665 -2.501
H -1.171 1.740 -2.995
H 0.256 1.780 -4.019
N -0.034 3.063 6.671
C 0.737 3.284 5.572
O 1.711 4.013 5.684
C 0.462 2.632 4.249
C -0.664 1.826 4.041
C -0.836 1.173 2.827
N 0.070 1.302 1.804
C 1.159 2.101 1.971
C 1.371 2.779 3.184
H 0.206 3.510 7.568
H -0.852 2.442 6.668
H -1.405 1.652 4.803
H -1.686 0.517 2.759
H 1.896 2.172 1.183
H 2.265 3.379 3.296
```

Properties
**Charge**: +2
**⟨S²⟩**: 6.0245
**HOMO (spin up / spin down)**: -0.5520 / -0.5671 hartree
**Spin multiplicity**: 5
**E_LUMO (spin up / spin down)**: -8.4 / -10.9 eV
**Orbital gap (spin up / spin down)**: 6.58 / 4.53 eV

Charges computed using natural (NBO), reported in e: atom 1 (Cl): 0.008, atom 2 (C): -0.224, atom 3 (C): -0.165, atom 4 (C): -0.283, atom 5 (H): 0.289, atom 6 (C): 0.077, atom 7 (C): -0.247, atom 8 (H): 0.289, atom 9 (H): 0.288, atom 10 (H): 0.281, atom 11 (C): -0.671, atom 12 (Ru): 0.740, atom 13 (C): 0.605, atom 14 (C): 0.574, atom 15 (O): -0.332, atom 16 (O): -0.306, atom 17 (H): 0.253, atom 18 (H): 0.261, atom 19 (H): 0.296, atom 20 (N): -0.790, atom 21 (C): 0.605, atom 22 (O): -0.542, atom 23 (C): -0.004, atom 24 (C): -0.183, atom 25 (C): 0.025, atom 26 (N): -0.542, atom 27 (C): 0.042, atom 28 (C): -0.156, atom 29 (H): 0.447, atom 30 (H): 0.394, atom 31 (H): 0.246, atom 32 (H): 0.217, atom 33 (H): 0.222, atom 34 (H): 0.287



No. 4
A cluster of 2 separate species, C3H4P2 in total, computed with ωB97M-V with the def2-TZVPD basis set.

```
9
Properties=species:S:1:pos:R:3
C -1.406 -2.048 -1.028
C -0.653 -2.817 -0.472
C 0.279 0.703 1.244
P 0.849 1.104 -0.250
P 1.754 1.735 1.549
H -2.088 -1.225 -1.290
H -0.056 -3.559 -0.180
H -0.501 0.153 1.945
H 2.595 0.556 1.511
```

Properties
**Charge**: 0
**HOMO**: -0.3202 hartree
**E_LUMO**: -0.1 eV
**Orbital gap**: 8.63 eV
**Structure (SMILES)**: C1=P#[PH]1.C#C

Charges computed using natural (NBO), reported in e: atom 1 (C): -0.237, atom 2 (C): -0.220, atom 3 (C): -0.899, atom 4 (P): 0.466, atom 5 (P): 0.230, atom 6 (H): 0.246, atom 7 (H): 0.212, atom 8 (H): 0.273, atom 9 (H): -0.071



No. 5
A cluster of 10 separate species, C5H31N2O10 in total, computed with ωB97M-V with the def2-TZVPD basis set.

```
48
Properties=species:S:1:pos:R:3
N -0.036 0.835 3.151
C 0.317 -0.296 2.235
C -0.898 -0.958 1.625
N -1.687 -0.052 0.776
C -0.908 2.040 -0.340
C -0.977 0.511 -0.389
C -1.665 0.120 -1.686
O -2.356 -0.867 -1.809
H -0.993 1.190 2.960
H 0.650 1.592 2.995
H -0.011 0.544 4.125
H 0.892 -1.020 2.782
H 0.949 0.106 1.449
H -1.555 -1.337 2.407
H -0.546 -1.834 1.075
H -2.486 -0.565 0.445
H -0.333 2.389 0.514
H -0.392 2.412 -1.219
H -1.905 2.477 -0.275
H 0.026 0.101 -0.476
H -1.500 0.803 -2.544
H -2.264 -2.413 -0.906
H -2.640 -3.900 -0.601
O -2.024 -3.200 -0.367
H -3.351 1.805 3.346
H -2.739 1.186 2.053
O -2.579 1.838 2.777
H 3.398 -2.599 1.578
H 2.535 -1.863 0.547
O 2.781 -1.873 1.487
H -0.352 -3.521 -0.840
H 0.510 -4.233 -1.934
O 0.557 -3.683 -1.150
H 2.254 1.930 1.234
H 2.655 2.930 2.369
O 1.940 2.377 2.049
H 1.498 -2.246 -1.288
H 1.704 -0.825 -1.891
O 2.036 -1.428 -1.188
H 1.719 1.318 -1.860
H 0.673 1.553 -3.018
O 1.209 0.874 -2.574
H -0.273 3.642 -3.863
H -0.501 2.498 -4.844
O -0.451 2.691 -3.903
H 2.740 0.128 -0.300
H 3.826 1.218 -0.456
O 2.877 1.107 -0.258
```

Properties
**Charge**: +1
**HOMO**: -0.4675 hartree
**E_LUMO**: -2.2 eV
**Orbital gap**: 10.51 eV

Charges computed using natural (NBO), reported in e: atom 1 (N): -0.727, atom 2 (C): -0.230, atom 3 (C): -0.241, atom 4 (N): -0.676, atom 5 (C): -0.618, atom 6 (C): -0.187, atom 7 (C): 0.478, atom 8 (O): -0.575, atom 9 (H): 0.464, atom 10 (H): 0.473, atom 11 (H): 0.420, atom 12 (H): 0.255, atom 13 (H): 0.214, atom 14 (H): 0.210, atom 15 (H): 0.222, atom 16 (H): 0.391, atom 17 (H): 0.221, atom 18 (H): 0.219, atom 19 (H): 0.223, atom 20 (H): 0.241, atom 21 (H): 0.153, atom 22 (H): 0.506, atom 23 (H): 0.493, atom 24 (O): -0.989, atom 25 (H): 0.494, atom 26 (H): 0.507, atom 27 (O): -0.973, atom 28 (H): 0.482, atom 29 (H): 0.493, atom 30 (O): -0.985, atom 31 (H): 0.508, atom 32 (H): 0.487, atom 33 (O): -0.986, atom 34 (H): 0.518, atom 35 (H): 0.497, atom 36 (O): -1.002, atom 37 (H): 0.521, atom 38 (H): 0.515, atom 39 (O): -1.053, atom 40 (H): 0.496, atom 41 (H): 0.507, atom 42 (O): -1.016, atom 43 (H): 0.493, atom 44 (H): 0.495, atom 45 (O): -0.961, atom 46 (H): 0.523, atom 47 (H): 0.503, atom 48 (O): -1.000



Here are the calculated energy above the lowest of the compared OMol25 structures with the same formula, charge and spin numbers, same order: 143.7 78.7 10.7 66.0 23.7 (kcal per mole).